# 1
{
  "formula": "C32H55ClEuN3O2P",
  "method": "ωB97M-V/def2-TZVPD",
  "charge": -1,
  "total_energy_ev": -83781.67524,
  "spin_multiplicity": 7,
  "orbital_gap_ev": [2.22, 3.86],
  "symbols": ["Eu", "Cl", "N", "N", "C", "C", "C", "C", "C", "C", "H", "H", "H", "H", "H", "H", "C", "C", "C", "C", "H", "H", "H", "H", "H", "H", "O", "H", "H", "O", "H", "H", "C", "C", "C", "H", "H", "C", "C", "H", "C", "C", "C", "C", "H", "C", "H", "H", "H", "H", "H", "H", "H", "H", "C", "C", "C", "C", "P", "N", "C", "C", "C", "C", "C", "C", "C", "C", "H", "H", "H", "H", "H", "H", "H", "H", "H", "H", "H", "H", "H", "H", "H", "H", "H", "H", "H", "H", "H", "H", "H", "H", "H", "H", "H"],
  "coordinates": [[0.28, -0.59, -0.69], [1.07, -2.02, -2.83], [-1.27, -2.54, -0.38], [2.73, -0.22, -0.51], [-1.08, -3.83, -0.29], [3.79, -0.97, -0.42], [-2.43, -2.28, -1.29], [-2.74, -3.69, -1.81], [-2.17, -1.33, -2.44], [-3.54, -1.71, -0.41], [-1.31, -1.65, -3.05], [-2.00, -0.29, -2.11], [-3.08, -1.34, -3.06], [-3.88, -2.48, 0.29], [-4.38, -1.38, -1.03], [-3.16, -0.86, 0.17], [3.02, 0.93, -1.42], [4.38, 0.54, -1.98], [3.05, 2.15, -0.52], [1.98, 1.19, -2.50], [1.78, 0.29, -3.10], [2.41, 1.98, -3.14], [1.03, 1.56, -2.08], [3.82, 2.04, 0.25], [2.08, 2.24, -0.03], [3.24, 3.06, -1.11], [4.74, -0.73, -1.33], [5.15, 1.27, -1.71], [4.37, 0.36, -3.06], [-1.76, -4.57, -1.17], [-2.60, -3.78, -2.89], [-3.74, -4.02, -1.51], [-0.22, -4.54, 0.71], [4.05, -2.03, 0.61], [3.34, -3.33, 0.38], [3.69, -1.60, 1.57], [5.12, -2.18, 0.64], [1.97, -3.37, 0.57], [1.25, -4.57, 0.43], [1.44, -2.48, 0.90], [1.95, -5.75, 0.13], [3.32, -5.70, -0.11], [1.23, -7.06, 0.02], [4.04, -4.51, 0.08], [3.84, -6.59, -0.45], [5.53, -4.52, -0.09], [5.88, -5.53, -0.34], [6.06, -4.21, 0.82], [5.85, -3.86, -0.91], [0.75, -7.37, 0.96], [1.95, -7.86, -0.24], [0.47, -7.05, -0.76], [-0.60, -5.57, 0.76], [-0.39, -4.02, 1.68], [-0.75, 5.02, 1.99], [-0.15, 3.87, 1.17], [0.45, 4.40, -0.14], [0.96, 3.14, 1.98], [-1.40, 2.53, 0.74], [-0.62, 1.24, 0.21], [-2.35, 2.19, 2.32], [-3.43, 3.25, 2.59], [-3.00, 0.80, 2.21], [-1.40, 2.09, 3.52], [-2.53, 3.07, -0.67], [-1.75, 3.03, -1.99], [-3.65, 2.02, -0.78], [-3.12, 4.46, -0.46], [0.05, 5.77, 2.14], [-1.11, 4.70, 2.97], [-1.56, 5.52, 1.46], [1.43, 4.87, 0.08], [0.64, 3.58, -0.83], [-0.18, 5.16, -0.61], [0.82, 3.25, 3.06], [0.96, 2.07, 1.73], [1.95, 3.53, 1.70], [-4.30, 3.14, 1.93], [-3.77, 3.11, 3.63], [-3.06, 4.28, 2.52], [-2.23, 0.04, 2.02], [-3.49, 0.58, 3.18], [-3.77, 0.74, 1.44], [-0.61, 1.36, 3.32], [-0.95, 3.05, 3.81], [-1.99, 1.72, 4.38], [-1.20, 2.08, -2.09], [-2.47, 3.11, -2.82], [-1.03, 3.85, -2.08], [-4.30, 1.98, 0.10], [-4.29, 2.29, -1.65], [-3.23, 1.03, -0.97], [-3.82, 4.50, 0.38], [-2.35, 5.23, -0.31], [-3.67, 4.73, -1.37]]
}

***

# 2
{
  "formula": "C22H24N6O3V",
  "method": "ωB97M-V/def2-TZVPD",
  "charge": 1,
  "de_lowest_ev": 0.000,
  "total_energy_ev": -63972.67568,
  "spin_multiplicity": 3,
  "orbital_gap_ev": [8.29, 8.58],
  "symbols": ["V", "C", "N", "C", "C", "C", "C", "C", "C", "N", "C", "C", "C", "C", "C", "C", "N", "C", "C", "C", "C", "C", "N", "H", "H", "H", "H", "H", "H", "H", "H", "H", "H", "H", "H", "H", "H", "H", "H", "H", "H", "N", "C", "C", "O", "N", "C", "C", "O", "O", "H", "H", "H", "H", "H", "H"],
  "coordinates": [[-0.28, 0.20, -0.21], [2.07, -1.47, 0.63], [0.74, -1.79, 0.04], [0.92, -2.30, -1.34], [1.35, -1.23, -2.30], [1.85, -1.56, -3.55], [2.20, -0.54, -4.41], [2.06, 0.78, -4.00], [1.53, 1.02, -2.75], [1.17, 0.04, -1.91], [0.07, -2.88, 0.81], [-0.55, -2.43, 2.11], [-1.29, -3.32, 2.88], [-1.89, -2.86, 4.03], [-1.72, -1.52, 4.39], [-0.96, -0.72, 3.56], [-0.38, -1.16, 2.45], [2.15, -0.20, 1.44], [3.11, -0.06, 2.43], [3.20, 1.15, 3.10], [2.34, 2.18, 2.77], [1.41, 1.96, 1.77], [1.32, 0.80, 1.12], [2.42, -2.31, 1.24], [2.79, -1.36, -0.19], [1.65, -3.12, -1.34], [-0.04, -2.68, -1.68], [1.96, -2.60, -3.83], [2.59, -0.77, -5.40], [2.33, 1.61, -4.64], [1.40, 2.03, -2.39], [-0.73, -3.28, 0.18], [0.79, -3.68, 0.98], [-1.41, -4.35, 2.55], [-2.48, -3.52, 4.65], [-2.18, -1.11, 5.27], [-0.82, 0.33, 3.79], [3.76, -0.88, 2.67], [3.94, 1.28, 3.88], [2.37, 3.13, 3.28], [0.71, 2.73, 1.48], [-0.81, 2.27, -0.74], [-1.81, 2.78, 0.23], [-2.63, 1.61, 0.78], [-3.68, 1.80, 1.34], [-2.04, 0.41, 0.54], [-2.88, -0.75, 0.32], [-2.30, -1.49, -0.90], [-2.57, -2.65, -1.13], [-1.44, -0.77, -1.57], [-0.10, 2.97, -0.91], [-1.28, 2.12, -1.63], [-2.50, 3.48, -0.22], [-1.30, 3.30, 1.05], [-3.91, -0.45, 0.11], [-2.92, -1.42, 1.18]]
}

***

# 3
{
  "formula": "C2H10O2",
  "method": "ωB97M-V/def2-TZVPD",
  "charge": -1,
  "de_lowest_ev": 0.334,
  "total_energy_ev": -6329.68214,
  "spin_multiplicity": 2,
  "orbital_gap_ev": [2.02, 10.38],
  "symbols": ["C", "C", "H", "H", "H", "H", "H", "H", "H", "H", "O", "H", "H", "O"],
  "coordinates": [[0.73, 3.12, -1.72], [-0.12, 4.36, -1.84], [1.79, 3.28, -1.91], [0.34, 2.29, -2.31], [0.63, 2.69, -0.72], [-1.15, 4.27, -1.49], [0.33, 5.20, -1.31], [-0.17, 4.70, -2.88], [-3.52, -4.05, 1.61], [-2.75, -4.68, 2.82], [-2.99, -4.81, 1.89], [1.87, -2.35, 1.81], [3.08, -1.42, 1.43], [2.45, -2.07, 1.09]]
}

***

# 4
{
  "formula": "C30H20Cl3CrN3O3",
  "method": "ωB97M-V/def2-TZVPD",
  "de_lowest_ev": 1.226,
  "total_energy_ev": -108039.17312,
  "spin_multiplicity": 5,
  "orbital_gap_ev": [5.95, 6.10],
  "symbols": ["Cr", "Cl", "C", "C", "C", "C", "O", "C", "C", "N", "C", "C", "C", "C", "C", "C", "C", "C", "N", "C", "C", "H", "H", "H", "H", "H", "H", "H", "H", "H", "H", "Cl", "C", "C", "C", "C", "C", "Cl", "C", "N", "C", "C", "C", "C", "C", "C", "C", "C", "O", "O", "H", "H", "H", "H", "H", "H", "H", "H", "H", "H"],
  "coordinates": [[0.35, 0.06, 0.00], [-5.38, 3.79, 2.29], [-3.86, 3.17, 1.76], [-2.74, 4.01, 1.73], [-1.52, 3.51, 1.33], [-1.37, 2.16, 0.94], [-0.23, 1.70, 0.58], [-2.53, 1.31, 0.95], [-2.47, -0.04, 0.54], [-1.37, -0.66, 0.16], [-1.41, -2.00, -0.21], [-2.50, -2.85, -0.21], [-2.37, -4.17, -0.63], [-1.17, -4.68, -1.05], [-0.03, -3.85, -1.07], [1.24, -4.29, -1.48], [2.30, -3.40, -1.44], [2.09, -2.10, -0.99], [0.89, -1.64, -0.61], [-0.16, -2.50, -0.64], [-3.76, 1.85, 1.37], [-2.84, 5.04, 2.03], [-0.65, 4.13, 1.30], [-3.42, -0.57, 0.54], [-3.47, -2.51, 0.12], [-3.25, -4.81, -0.61], [-1.08, -5.70, -1.37], [1.37, -5.31, -1.82], [3.29, -3.70, -1.75], [2.90, -1.39, -0.95], [-4.64, 1.22, 1.40], [5.60, 1.87, 2.19], [6.69, 3.03, 1.52], [7.70, 3.57, 2.30], [8.58, 4.49, 1.75], [8.47, 4.84, 0.41], [7.46, 4.29, -0.36], [7.32, 4.73, -2.02], [6.53, 3.40, 0.18], [5.46, 2.92, -0.58], [5.56, 1.85, -1.45], [6.79, 1.26, -1.73], [6.87, 0.17, -2.58], [5.72, -0.35, -3.15], [4.50, 0.25, -2.90], [4.40, 1.36, -2.07], [3.09, 2.06, -1.86], [2.63, 1.81, -0.40], [2.90, 2.60, 0.48], [2.06, 0.69, -0.23], [7.80, 3.26, 3.33], [9.36, 4.92, 2.35], [9.15, 5.55, -0.03], [4.56, 3.00, -0.09], [7.68, 1.65, -1.26], [7.83, -0.28, -2.78], [5.78, -1.20, -3.81], [3.61, -0.14, -3.37], [2.32, 1.65, -2.52], [3.20, 3.13, -2.02]]
}

***

# 5
{
  "formula": "C23H50N2O9",
  "method": "ωB97M-V/def2-TZVPD",
  "smiles": "CCOCCOCCOC[C@H]1CCOC1=O.COCCNCCOC.COCCNCCOC",
  "de_lowest_ev": 0.614,
  "total_energy_ev": -46065.33669,
  "spin_multiplicity": 1,
  "orbital_gap_ev": 8.95,
  "symbols": ["C", "C", "O", "C", "C", "O", "C", "C", "O", "C", "C", "C", "C", "O", "C", "O", "H", "H", "H", "H", "H", "H", "H", "H", "H", "H", "H", "H", "H", "H", "H", "H", "H", "H", "H", "H", "C", "O", "C", "C", "N", "C", "C", "O", "C", "H", "H", "H", "H", "H", "H", "H", "H", "H", "H", "H", "H", "H", "H", "H", "C", "O", "C", "C", "N", "C", "C", "O", "C", "H", "H", "H", "H", "H", "H", "H", "H", "H", "H", "H", "H", "H", "H", "H"],
  "coordinates": [[3.06, 2.18, -0.27], [1.77, 2.98, -0.10], [0.62, 2.22, -0.43], [0.20, 1.34, 0.60], [-0.92, 1.94, 1.42], [-2.11, 1.92, 0.66], [-3.15, 2.67, 1.23], [-4.48, 2.13, 0.76], [-4.53, 2.20, -0.65], [-5.49, 1.35, -1.23], [-6.92, 1.63, -0.79], [-7.52, 2.99, -1.15], [-8.93, 2.63, -1.67], [-9.11, 1.21, -1.47], [-7.88, 0.64, -1.40], [-7.65, -0.48, -1.74], [3.06, 1.29, 0.35], [3.92, 2.78, 0.03], [3.17, 1.89, -1.32], [1.77, 3.83, -0.77], [1.69, 3.37, 0.92], [1.03, 1.08, 1.26], [-0.15, 0.42, 0.12], [-1.06, 1.35, 2.35], [-0.66, 2.97, 1.70], [-3.13, 2.59, 2.33], [-3.05, 3.73, 0.97], [-5.28, 2.74, 1.21], [-4.60, 1.10, 1.10], [-5.42, 1.50, -2.31], [-5.24, 0.30, -1.02], [-7.04, 1.47, 0.29], [-7.54, 3.66, -0.29], [-6.95, 3.47, -1.94], [-9.75, 3.14, -1.17], [-9.00, 2.81, -2.74], [10.90, 0.65, -0.31], [9.94, 0.26, -1.27], [9.57, -1.11, -1.24], [8.20, -1.33, -0.64], [8.18, -1.06, 0.79], [6.88, -1.02, 1.43], [5.80, -0.09, 0.88], [6.00, 1.29, 1.15], [7.00, 1.92, 0.37], [11.29, 1.62, -0.63], [10.47, 0.77, 0.69], [11.72, -0.06, -0.26], [10.32, -1.70, -0.70], [9.54, -1.46, -2.28], [7.92, -2.38, -0.81], [7.48, -0.72, -1.21], [8.71, -0.23, 1.00], [7.03, -0.76, 2.48], [6.46, -2.04, 1.42], [4.87, -0.35, 1.39], [5.63, -0.24, -0.20], [6.97, 1.59, -0.67], [8.00, 1.76, 0.76], [6.79, 2.99, 0.39], [-0.51, -3.58, -0.58], [-1.01, -2.70, 0.41], [-1.66, -1.54, -0.08], [-3.17, -1.62, 0.03], [-3.74, -2.58, -0.89], [-5.16, -2.88, -0.72], [-5.67, -3.33, 0.64], [-5.32, -4.66, 1.02], [-4.00, -4.82, 1.48], [0.20, -4.25, -0.08], [-1.29, -4.19, -1.04], [0.02, -3.03, -1.36], [-1.37, -1.35, -1.12], [-1.32, -0.70, 0.53], [-3.57, -0.63, -0.21], [-3.41, -1.82, 1.08], [-3.20, -3.43, -0.90], [-5.42, -3.66, -1.44], [-5.73, -1.99, -1.00], [-6.76, -3.32, 0.59], [-5.38, -2.64, 1.44], [-3.70, -4.00, 2.14], [-3.28, -4.90, 0.66], [-3.97, -5.75, 2.05]]
}

***

# 6
{
  "formula": "C6H7FS",
  "method": "ωB97M-V/def2-TZVPD",
  "de_lowest_ev": 1.683,
  "total_energy_ev": -19886.15674,
  "spin_multiplicity": 1,
  "orbital_gap_ev": 10.05,
  "symbols": ["C", "C", "C", "C", "C", "C", "H", "H", "H", "H", "H", "H", "H", "F", "S"],
  "coordinates": [[0.40, -0.22, 0.00], [-0.26, -1.21, -1.01], [-1.54, -0.40, -0.62], [-1.62, -0.70, 0.87], [-0.35, -0.59, 1.28], [-0.58, 0.82, -0.62], [2.20, 0.98, 0.89], [0.06, -1.06, -2.01], [-0.25, -2.24, -0.72], [-2.44, -0.42, -1.23], [-2.53, -0.94, 1.45], [0.08, -0.70, 2.25], [-0.24, 1.15, -1.63], [-0.90, 1.91, 0.13], [2.18, -0.01, 0.02]]
}

***

# 7
{
  "formula": "C2H7O2PS",
  "method": "ωB97M-V/def2-TZVPD",
  "de_lowest_ev": 0.000,
  "total_energy_ev": -26402.85987,
  "spin_multiplicity": 3,
  "orbital_gap_ev": [7.24, 5.21],
  "symbols": ["C", "C", "O", "O", "P", "S", "H", "H", "H", "H", "H", "H", "H"],
  "coordinates": [[-1.71, 1.03, -0.76], [-0.62, -2.13, 0.50], [-0.29, 1.67, 1.45], [-0.57, -0.81, 0.96], [-0.40, 0.62, 0.24], [2.69, 0.78, -0.37], [-2.17, 0.29, -1.45], [-1.76, 2.08, -0.92], [0.22, -2.33, -0.13], [-1.55, -2.28, -0.04], [-0.60, -2.76, 1.38], [0.55, 1.52, 1.74], [3.14, 0.72, 0.93]]
}

***

# 8
{
  "formula": "C5H15N3",
  "method": "ωB97M-V/def2-TZVPD",
  "smiles": "CNC[C@H](N)CCN",
  "de_lowest_ev": 2.477,
  "total_energy_ev": -9896.67388,
  "spin_multiplicity": 1,
  "orbital_gap_ev": 9.78,
  "symbols": ["C", "N", "C", "C", "N", "C", "C", "N", "H", "H", "H", "H", "H", "H", "H", "H", "H", "H", "H", "H", "H", "H", "H"],
  "coordinates": [[0.34, -2.83, -1.62], [0.86, -1.57, -1.10], [0.01, -1.14, 0.02], [0.69, 0.09, 0.70], [0.24, -0.03, 2.14], [0.71, 1.42, 0.04], [-0.60, 2.17, -0.31], [-1.46, 2.44, 0.87], [0.31, -3.57, -0.86], [-0.75, -2.77, -1.94], [0.93, -3.14, -2.50], [0.98, -0.96, -1.87], [-0.09, -1.93, 0.81], [-1.07, -1.14, -0.18], [1.86, -0.26, 0.61], [0.89, 0.53, 2.67], [-0.68, 0.27, 2.38], [1.17, 1.37, -0.93], [1.09, 2.07, 0.85], [-1.22, 1.72, -1.12], [-0.49, 3.14, -0.83], [-1.29, 1.77, 1.59], [-2.41, 2.34, 0.58]]
}

***

# 9
{
  "formula": "C5H11N2",
  "method": "ωB97M-V/def2-TZVPD",
  "smiles": "[H]/N=C1\\C[C@H]1C[NH2+]C",
  "charge": 1,
  "de_lowest_ev": 3.377,
  "total_energy_ev": -8333.74227,
  "spin_multiplicity": 1,
  "orbital_gap_ev": 10.53,
  "symbols": ["H", "N", "C", "C", "C", "C", "N", "C", "H", "H", "H", "H", "H", "H", "H", "H", "H", "H"],
  "coordinates": [[2.22, 2.20, 0.60], [1.66, 1.69, -0.05], [1.78, 0.46, 0.00], [2.28, -0.78, 0.35], [1.05, -0.77, -0.54], [-0.36, -1.05, -0.12], [-1.06, 0.32, -0.24], [-2.48, 0.62, 0.20], [2.01, -1.13, 1.40], [3.20, -1.09, -0.04], [1.20, -0.99, -1.64], [-1.04, -1.62, -0.74], [-0.33, -1.52, 0.92], [-0.27, 0.92, 0.10], [-1.17, 0.80, -1.21], [-3.21, -0.16, -0.18], [-3.07, 1.49, -0.15], [-2.42, 0.60, 1.33]]
}

***

# 10
{
  "formula": "C3H4N2O2",
  "method": "ωB97M-V/def2-TZVPD",
  "smiles": "CN1C=N1.O=C=O",
  "de_lowest_ev": 3.820,
  "total_energy_ev": -10248.44523,
  "spin_multiplicity": 1,
  "orbital_gap_ev": 10.58,
  "symbols": ["C", "N", "C", "N", "H", "H", "H", "H", "O", "C", "O"],
  "coordinates": [[-1.38, -0.51, -0.14], [0.04, -0.21, 0.04], [0.94, -1.12, -0.53], [0.82, -1.44, 0.66], [-1.57, -1.45, -0.67], [-1.85, -0.56, 0.85], [-1.83, 0.33, -0.69], [1.44, -1.35, -1.46], [2.16, 1.68, 0.32], [1.11, 2.07, 0.65], [0.11, 2.56, 1.00]]
}

***

# 11
{
  "formula": "CH8NiO7",
  "method": "ωB97M-V/def2-TZVPD",
  "de_lowest_ev": 16.101,
  "total_energy_ev": -56526.58283,
  "spin_multiplicity": 3,
  "orbital_gap_ev": [4.90, 6.01],
  "symbols": ["Ni", "C", "O", "O", "O", "O", "H", "H", "O", "H", "H", "O", "H", "H", "O", "H", "H"],
  "coordinates": [[0.01, 0.02, 0.09], [-0.69, 0.33, -1.77], [-1.68, 0.25, -2.54], [0.18, -0.53, -1.52], [-1.18, 0.96, -0.78], [1.37, 0.91, -0.31], [2.22, 1.12, 0.08], [1.55, 0.84, -1.25], [-1.14, -0.89, 0.68], [-1.03, -1.73, 1.13], [-1.88, -0.47, 1.12], [0.94, -1.17, 0.36], [0.93, -1.62, -0.48], [1.49, -1.72, 0.91], [-0.10, 1.01, 1.24], [-0.09, 1.96, 1.32], [-0.89, 0.74, 1.71]]
}

***

# 12
{
  "formula": "C2H5NO",
  "method": "ωB97M-V/def2-TZVPD",
  "smiles": "C=[N+](C)[O-]",
  "de_lowest_ev": 3.718,
  "total_energy_ev": -5689.51114,
  "spin_multiplicity": 1,
  "orbital_gap_ev": [9.52, 9.52],
  "symbols": ["C", "N", "C", "O", "H", "H", "H", "H", "H"],
  "coordinates": [[-0.32, 1.33, -0.04], [-0.53, 0.05, 0.08], [0.58, -0.93, -0.03], [-1.75, -0.38, 0.06], [-1.27, 1.94, -0.26], [0.69, 1.66, 0.19], [0.42, -1.50, 0.94], [0.55, -1.66, -0.81], [1.64, -0.50, -0.12]]
}